The following is a DFT calculation (the ωB97M-V functional and the def2-TZVPD basis) of a 2-piece molecular cluster, C6H16 overall.

The geometry in XYZ format:
```
22
Properties=species:S:1:pos:R:3:forces:R:3:lowdin_charge:R:1
C 0.18271 1.92717 -1.40657 -0.2 -0.8 -1.4 -0.16
C -0.27390 2.03245 0.04643 0.6 -0.1 -0.5 -0.30
C 0.98409 2.30331 0.90311 -0.8 0.4 -0.7 -0.11
H 1.02212 1.26314 -1.64775 0.2 0.1 0.8 0.06
H -0.56908 1.48887 -2.07895 -0.4 0.3 0.3 0.07
H 0.45095 2.87880 -1.86514 0.0 0.2 0.3 0.07
H -0.98064 2.85873 0.03970 0.0 0.2 0.5 0.09
H -0.85127 1.15503 0.34033 0.3 -0.1 0.1 0.08
H 1.27530 3.32071 0.63931 0.3 0.1 0.3 0.07
H 0.87406 2.22885 1.98165 -0.1 -0.1 0.0 0.06
H 1.76908 1.64679 0.54202 0.2 -0.2 0.3 0.06
C 0.68386 -1.49499 -0.25362 0.3 -1.1 0.1 -0.12
C -0.26416 -2.68219 -0.01044 -0.1 1.2 0.8 -0.30
C -1.43461 -2.23328 0.89092 0.0 -1.2 -0.3 -0.12
H 0.25279 -0.85275 -1.01130 0.1 0.4 0.1 0.05
H 1.66666 -1.83798 -0.57936 0.0 0.0 -0.3 0.07
H 0.88274 -0.97264 0.67885 -0.3 0.3 0.0 0.07
H -0.70478 -3.01502 -0.92675 0.0 -0.2 -0.8 0.08
H 0.27522 -3.52803 0.41077 -0.1 0.0 0.2 0.10
H -1.15287 -2.23551 1.94298 0.0 0.3 0.0 0.07
H -1.85544 -1.27875 0.58276 0.2 0.2 0.1 0.06
H -2.23283 -2.97272 0.78106 -0.1 0.1 0.2 0.06
```
Forces are in eV/Å.

HOMO energy: -11.4 eV
ΔE to the lowest compared entry with this formula, charge and spin: 0.443 eV